ORCA calculation (the ωB97M-V functional and the def2-TZVPD basis) on a 14-piece molecular cluster, C32H60N4O40S6 overall in a non-equilibrium geometry.

Geometry as XYZ:
```
142
Properties=species:S:1:pos:R:3:mulliken_charge:R:1
C -6.808 -3.994 3.257 -0.6419
N -6.293 -2.608 2.974 0.8394
O -5.328 -2.540 2.251 -0.4759
O -6.854 -1.646 3.536 -0.5183
H -6.429 -4.653 2.476 0.2475
H -7.888 -3.855 3.217 0.2833
H -6.469 -4.327 4.239 0.2691
C 3.879 1.032 5.393 -0.7769
N 3.184 -0.098 6.105 0.9761
O 3.814 -1.167 6.108 -0.5416
O 2.116 0.128 6.522 -0.5383
H 3.123 1.435 4.719 0.2670
H 4.774 0.688 4.875 0.3287
H 4.264 1.856 5.994 0.2864
C 4.983 -5.084 -2.943 -0.7219
N 4.233 -3.918 -3.386 0.8764
O 3.277 -4.145 -4.118 -0.5134
O 4.464 -2.809 -3.022 -0.5101
H 4.690 -5.436 -1.954 0.2749
H 6.037 -4.837 -2.809 0.2890
H 4.857 -5.926 -3.623 0.3052
C 4.303 -5.857 2.841 -0.7315
N 4.720 -4.606 2.050 0.7662
O 5.808 -4.711 1.399 -0.4911
O 3.954 -3.639 2.173 -0.4356
H 5.006 -5.969 3.666 0.2894
H 4.379 -6.715 2.173 0.2986
H 3.265 -5.850 3.173 0.3053
O -3.322 -1.204 -8.594 -0.6121
C -2.855 -1.902 -7.746 0.4529
O -1.846 -1.469 -6.978 -0.3103
C -1.366 -2.473 -6.112 -0.3453
C -1.997 -3.772 -6.674 -0.4718
C -3.206 -3.295 -7.333 -0.3223
H -1.730 -2.168 -5.131 0.2631
H -0.285 -2.612 -6.093 0.3002
H -2.228 -4.394 -5.809 0.2598
H -1.290 -4.315 -7.301 0.2976
H -4.082 -3.111 -6.711 0.1943
H -3.539 -3.853 -8.209 0.2929
O 0.710 -6.344 -0.273 -0.6210
C -0.478 -6.507 -0.145 0.5103
O -1.363 -5.461 -0.256 -0.3220
C -2.787 -5.893 -0.304 -0.3064
C -2.652 -7.421 -0.490 -0.5026
C -1.332 -7.796 0.016 -0.4383
H -3.161 -5.402 -1.202 0.2452
H -3.314 -5.597 0.603 0.2670
H -2.737 -7.736 -1.530 0.2539
H -3.421 -8.005 0.017 0.3228
H -0.963 -8.712 -0.445 0.3184
H -1.287 -8.085 1.066 0.2691
O -1.866 5.869 -3.574 -0.6563
C -2.641 6.038 -2.620 0.5279
O -2.456 5.406 -1.512 -0.3343
C -3.427 5.506 -0.494 -0.2265
C -4.424 6.508 -1.138 -0.5786
C -3.965 6.786 -2.581 -0.3090
H -3.096 5.970 0.435 0.2145
H -3.832 4.521 -0.259 0.2607
H -4.402 7.391 -0.500 0.2700
H -5.458 6.168 -1.074 0.3167
H -3.719 7.842 -2.688 0.2313
H -4.749 6.508 -3.286 0.2856
O 0.732 2.133 1.695 -0.6999
C 0.465 1.138 1.106 0.5761
O -0.013 0.073 1.695 -0.3182
C -0.013 -1.097 0.871 -0.3162
C 0.715 -0.727 -0.400 -0.4761
C 0.701 0.840 -0.369 -0.3443
H -1.049 -1.365 0.660 0.2807
H 0.519 -1.936 1.319 0.2653
H 0.235 -1.077 -1.314 0.3250
H 1.746 -1.072 -0.330 0.2139
H -0.116 1.309 -0.918 0.2297
H 1.631 1.338 -0.640 0.2643
C 2.012 2.558 -5.483 -0.2448
C 2.471 3.721 -6.226 -0.2862
O 2.880 3.313 -7.571 -0.3457
S 2.969 1.620 -7.644 1.0734
O 4.340 1.120 -8.114 -0.5221
O 1.716 1.096 -8.277 -0.4914
O 2.921 1.551 -5.971 -0.2959
H 0.969 2.437 -5.776 0.2743
H 2.318 2.677 -4.444 0.2945
H 3.334 4.163 -5.727 0.2622
H 1.699 4.483 -6.332 0.2844
C 4.037 6.014 1.414 -0.2146
C 5.364 6.803 1.606 -0.3986
O 6.020 6.777 0.409 -0.3169
S 4.958 6.773 -0.866 1.0884
O 5.351 5.791 -1.959 -0.5060
O 4.764 8.152 -1.220 -0.5270
O 3.717 6.227 0.097 -0.2610
H 3.309 6.438 2.105 0.2463
H 4.140 4.962 1.679 0.2784
H 6.060 6.458 2.371 0.3148
H 5.215 7.861 1.826 0.3061
C 6.748 0.606 0.395 -0.1620
C 6.706 2.103 0.425 -0.1886
O 7.193 2.480 1.655 -0.2529
S 8.276 1.400 2.207 1.0263
O 8.372 1.309 3.688 -0.5226
O 9.472 1.559 1.361 -0.5628
O 7.292 0.227 1.640 -0.2755
H 7.325 0.164 -0.417 0.2166
H 5.739 0.197 0.339 0.2523
H 5.707 2.528 0.331 0.2122
H 7.360 2.608 -0.286 0.2483
C -6.663 1.622 -3.798 -0.3712
C -6.245 0.513 -4.706 -0.3293
O -5.025 -0.028 -4.141 -0.2794
S -4.240 1.103 -3.206 1.0144
O -2.939 1.530 -3.824 -0.4680
O -4.195 0.710 -1.816 -0.5180
O -5.398 2.289 -3.445 -0.2783
H -7.101 1.245 -2.874 0.2983
H -7.300 2.320 -4.341 0.3066
H -5.930 0.922 -5.666 0.2990
H -7.028 -0.226 -4.878 0.3219
C -2.260 4.966 6.359 -0.2507
C -1.837 3.886 5.349 -0.1320
O -2.518 2.715 5.724 -0.2883
S -3.350 2.832 7.186 1.0403
O -2.481 2.292 8.215 -0.5039
O -4.661 2.209 7.028 -0.5049
O -3.380 4.510 7.122 -0.3402
H -2.665 5.793 5.775 0.2511
H -1.515 5.434 7.003 0.2994
H -0.761 3.712 5.347 0.2390
H -2.142 4.141 4.334 0.1926
C -1.174 -3.392 6.155 -0.2367
C -2.309 -2.450 5.759 -0.1476
O -3.463 -3.015 6.390 -0.3363
S -3.207 -4.488 7.163 1.0511
O -4.198 -5.533 6.769 -0.5280
O -3.016 -4.257 8.579 -0.5060
O -1.861 -4.637 6.276 -0.3087
H -0.585 -3.004 6.986 0.2804
H -0.438 -3.352 5.352 0.3174
H -2.657 -2.405 4.727 0.1492
H -2.261 -1.425 6.126 0.2590
```

Values from the calculation:
charge	0
lowest unoccupied orbital energy	-0.011	Eh
HOMO energy	-10.10	eV



ORCA calculation (the ωB97M-V functional and the def2-TZVPD basis) on a 9-piece molecular cluster, C32H60NO12 overall in a non-equilibrium geometry.

Geometry as XYZ:
```
105
Properties=species:S:1:pos:R:3:mulliken_charge:R:1
C -0.143 1.406 -1.698 -0.9559
N -1.053 0.801 -0.579 0.9881
C -2.354 1.513 -0.763 -1.1710
C -1.125 -0.661 -1.050 -0.8869
C -0.412 0.955 0.685 -0.6053
C -1.367 0.719 1.881 -0.6886
O -0.621 0.804 2.967 -0.3602
H -0.638 0.974 -2.525 0.4226
H 0.894 1.145 -1.731 0.3549
H -0.194 2.530 -1.663 0.3163
H -2.503 2.681 -0.686 0.3085
H -3.331 1.237 -0.179 0.2900
H -2.541 1.223 -1.717 0.5829
H -1.402 -0.633 -1.912 0.6944
H -2.028 -1.096 -0.395 0.4293
H -0.075 -1.268 -0.925 -0.1919
H 0.091 1.912 0.748 0.3082
H 0.370 0.193 0.651 0.1784
H -1.680 -0.455 1.657 0.0865
H -2.212 1.322 1.890 0.7041
H 0.087 0.115 2.867 0.4295
C -4.569 2.183 6.546 -0.7364
C -3.659 1.411 5.634 0.2179
C -3.794 0.030 5.293 0.9325
O -2.942 -0.567 4.488 -0.5779
C -4.949 -0.605 5.793 -0.7365
C -5.827 0.033 6.810 0.5221
C -5.712 1.534 7.022 0.4382
O -6.551 2.110 7.660 -0.4994
O -6.759 -0.540 7.572 -0.3861
O -2.451 1.999 5.026 -0.3816
H -4.186 3.112 6.932 0.4392
H -5.052 -1.730 5.589 0.2622
H -6.788 -1.396 7.778 0.3253
H -1.973 1.412 4.704 0.2014
C -2.462 -2.025 -5.390 -0.8601
C -2.517 -0.463 -4.998 0.7248
O -1.628 -0.159 -4.273 -0.4791
C -3.630 0.297 -5.654 -1.3795
H -3.244 -2.652 -5.014 0.2999
H -1.363 -2.378 -5.040 0.0241
H -2.693 -1.820 -6.404 0.4656
H -3.474 1.249 -5.897 0.4786
H -4.795 0.281 -5.079 0.2318
H -3.693 0.009 -6.732 0.3658
C 1.645 -3.163 -4.281 -0.8854
C 2.311 -2.264 -3.273 0.7886
O 1.559 -1.577 -2.568 -0.2578
C 3.826 -1.984 -3.486 -1.0362
H 2.250 -4.198 -4.476 0.3061
H 1.442 -2.538 -5.283 0.2268
H 0.929 -3.593 -3.904 -0.0365
H 4.244 -2.341 -4.486 0.3242
H 4.399 -2.093 -2.608 0.3783
H 3.940 -0.840 -3.476 0.1604
C 1.411 2.281 -5.034 -0.6441
C 1.828 3.480 -4.377 0.7104
O 1.253 4.533 -4.436 -0.5686
C 3.106 3.343 -3.574 -1.0908
H 0.506 2.689 -5.682 0.2306
H 1.125 1.423 -4.313 -0.0035
H 2.191 2.071 -5.777 0.4278
H 3.456 2.496 -3.312 0.2942
H 2.988 4.064 -2.588 0.1752
H 3.902 3.687 -4.201 0.4890
C -2.947 -5.408 -1.804 -1.4200
C -1.638 -4.924 -2.298 0.8460
O -1.246 -5.080 -3.444 -0.5928
C -0.756 -4.182 -1.403 0.0492
H -3.178 -4.623 -1.082 0.3522
H -2.958 -6.264 -1.607 0.5052
H -3.715 -5.318 -2.657 0.3112
H -0.246 -3.480 -1.785 -0.5863
H -0.106 -4.834 -0.732 0.3608
H -1.393 -3.847 -0.515 0.2246
C 3.720 -0.371 -0.069 -0.3645
C 3.766 1.129 0.139 0.8884
O 2.746 1.853 0.213 -0.4656
C 5.138 1.790 0.239 -1.3805
H 3.370 -0.715 0.770 0.0624
H 4.716 -0.715 -0.380 0.4930
H 3.038 -0.801 -0.786 -0.3168
H 5.066 2.679 0.874 0.3072
H 5.405 1.939 -0.772 0.3799
H 5.785 0.992 0.578 0.4436
C 1.899 5.756 2.979 -1.0110
C 2.677 4.689 3.608 0.4787
O 3.525 4.942 4.464 -0.5708
C 2.247 3.217 3.419 0.2677
H 1.726 5.343 2.003 0.2162
H 2.481 6.753 3.009 0.2913
H 1.028 6.194 3.320 0.3372
H 1.793 3.114 2.576 -0.3960
H 1.641 2.883 4.291 0.3322
H 3.258 2.698 3.204 0.0903
C 3.161 -1.985 4.028 -1.3391
C 1.833 -2.306 3.249 0.7485
O 0.997 -1.361 2.857 -0.6139
C 1.492 -3.798 2.963 -1.1491
H 3.224 -0.906 4.035 0.2504
H 3.963 -2.433 3.820 0.5098
H 2.996 -2.274 5.087 0.4115
H 2.364 -4.309 2.765 0.4582
H 0.707 -3.865 2.152 0.1726
H 1.029 -4.350 3.981 0.3024
```

Values from the calculation:
charge	+1
lowest unoccupied orbital energy	-0.139	Eh
energy above the lowest of the compared OMol25 structures with the same formula, charge and spin	4.707	eV
HOMO energy	-10.93	eV



ORCA calculation (the ωB97M-V functional and the def2-TZVPD basis) on C32H61AsBBaN4OP2 as an isolated structure in a non-equilibrium geometry.

Geometry as XYZ:
```
103
Properties=species:S:1:pos:R:3:mulliken_charge:R:1
Ba -0.658 1.606 -0.492 1.6457
C 4.105 -1.699 0.494 -1.6631
C 4.661 -0.296 0.257 1.7285
C 5.758 0.039 1.290 -1.6742
C 5.354 -0.280 -1.095 -1.9164
P 2.994 0.747 0.225 1.0024
C 2.592 0.748 2.076 -1.0655
N 1.524 -0.154 2.486 -0.0277
B 0.395 -0.484 1.637 0.2482
N -0.388 -1.365 2.506 0.6750
C -1.663 -1.916 2.214 -1.1719
P -1.986 -2.091 0.297 0.4685
C -3.864 -2.260 0.231 2.0560
C -4.225 -0.790 -0.088 -1.8715
C -4.552 -2.720 1.538 -1.7494
C -4.354 -3.082 -0.979 -1.8923
C -1.291 -3.914 0.006 1.8792
C -1.316 -4.155 -1.527 -1.6089
C 0.176 -3.829 0.442 -1.4453
C -2.017 -5.004 0.772 -1.7757
C 0.352 -1.731 3.660 0.8847
C 0.106 -2.652 4.663 -0.8668
C 1.085 -2.860 5.622 -0.6954
C 2.268 -2.161 5.579 -0.6883
C 2.488 -1.138 4.662 -0.8575
C 1.539 -0.930 3.657 0.2384
C 3.504 2.483 -0.303 2.1493
C 4.738 3.029 0.389 -1.9536
C 3.794 2.560 -1.791 -1.7271
C 2.258 3.342 0.023 -1.4649
H 4.908 -2.471 0.428 0.5156
H 3.342 -1.967 -0.262 0.2587
H 3.640 -1.811 1.482 0.2424
H 6.564 -0.733 1.175 0.4810
H 5.396 -0.008 2.333 0.2553
H 6.285 0.979 1.063 0.3074
H 6.065 -1.142 -1.148 0.5198
H 5.960 0.617 -1.265 0.3457
H 4.665 -0.388 -1.954 0.2184
H 2.339 1.772 2.349 0.4854
H 3.503 0.534 2.636 -0.3382
H -2.481 -1.266 2.577 0.3197
H -1.833 -2.921 2.663 0.0256
H -3.951 -0.040 0.664 0.3277
H -5.320 -0.710 -0.266 0.5074
H -3.765 -0.489 -1.062 0.2035
H -4.611 -1.876 2.262 0.3707
H -4.143 -3.614 2.037 0.2233
H -5.622 -2.943 1.296 0.4802
H -3.848 -2.827 -1.906 0.3423
H -5.417 -2.826 -1.144 0.5621
H -4.283 -4.178 -0.841 0.3136
H -1.167 -3.245 -2.120 0.0828
H -2.238 -4.635 -1.883 0.3855
H -0.488 -4.833 -1.850 0.4079
H 0.780 -3.286 -0.322 0.1699
H 0.592 -4.894 0.494 0.5201
H 0.324 -3.337 1.406 0.0483
H -3.089 -5.045 0.571 0.2725
H -1.852 -4.922 1.866 0.2802
H -1.581 -5.986 0.470 0.4978
H -0.850 -3.173 4.674 0.3792
H 0.929 -3.614 6.391 0.3777
H 3.107 -2.423 6.221 0.3696
H 3.410 -0.551 4.672 0.4035
H 5.677 2.581 0.024 0.2814
H 4.700 2.895 1.471 0.3290
H 4.776 4.111 0.158 0.5442
H 4.737 2.077 -2.132 0.2807
H 3.924 3.639 -2.072 0.4723
H 3.020 2.118 -2.465 0.0682
H 1.892 3.243 1.052 0.3120
H 1.410 3.116 -0.642 -0.1246
H 2.420 4.417 -0.224 0.4475
C -4.952 4.039 -1.976 -0.8839
As -4.182 4.357 -0.203 0.5115
C -5.057 3.872 1.501 -0.8161
C -4.010 6.327 -0.066 -1.0701
O -2.963 3.214 -0.200 -0.4258
H -5.984 3.740 -2.063 0.3510
H -4.228 3.224 -2.206 0.1959
H -4.675 4.918 -2.576 0.3084
H -6.106 4.034 1.649 0.4103
H -4.466 4.333 2.289 0.3362
H -4.817 2.789 1.448 0.0984
H -5.067 6.559 0.161 0.3829
H -3.660 6.828 -0.992 0.3666
H -3.414 6.591 0.811 0.3471
C -0.334 2.726 -6.230 -1.2110
C -0.245 1.775 -5.039 0.5184
C 0.307 0.472 -4.899 -1.1913
C 0.481 0.285 -3.490 0.2892
N 0.085 1.381 -2.835 -0.0805
N -0.464 2.236 -3.766 -0.0216
C 0.899 -0.880 -2.643 0.2530
H 0.382 2.434 -6.982 0.3358
H -0.103 3.738 -5.910 0.3598
H -1.325 2.683 -6.653 0.3022
H 0.517 -0.259 -5.681 0.4297
H -0.831 3.172 -3.547 0.1947
H 0.235 -1.740 -2.855 0.1802
H 0.798 -0.689 -1.556 -0.3325
H 1.973 -1.147 -2.819 0.2277
```

Values from the calculation:
charge	+1
lowest unoccupied orbital energy	-0.100	Eh
HOMO energy	-7.91	eV



ORCA calculation (the ωB97M-V functional and the def2-TZVPD basis) on a 3-piece molecular cluster, C32H61F3N3O8PS overall in a non-equilibrium geometry.

Geometry as XYZ:
```
109
Properties=species:S:1:pos:R:3:mulliken_charge:R:1
C -1.703 -2.170 -0.833 -1.8473
C -0.379 -1.499 -1.216 1.0978
C -0.218 -1.314 -2.741 -1.9893
C 1.093 -1.774 -3.437 0.5764
C 0.880 -3.082 -4.243 -1.9498
C 2.372 -1.789 -2.576 0.2363
P 2.536 -0.074 -1.809 0.4603
O 1.998 0.946 -2.738 -0.5980
O 3.476 -1.685 -3.512 -0.4519
C 4.085 -2.859 -3.679 0.4927
O 4.861 -3.128 -4.517 -0.5341
O 3.639 -3.739 -2.745 -0.4768
C 2.756 -3.115 -1.814 0.9861
C 1.660 -4.155 -1.519 -0.0406
C 1.626 -4.846 -0.156 -0.5251
C 0.385 -5.735 0.026 -0.9150
C 0.049 -6.632 -1.178 -0.8132
C -1.043 -6.050 -2.097 0.6094
N -2.408 -6.460 -1.772 -0.6842
S 4.037 -2.864 -0.471 1.5263
O 5.007 -1.946 -0.992 -0.6699
O 4.512 -4.132 -0.014 -0.7206
C 3.266 -2.037 1.042 0.5688
F 3.787 -0.819 1.161 -0.2245
F 1.940 -1.926 0.941 -0.0999
F 3.569 -2.751 2.109 -0.2402
H -1.702 -2.436 0.224 0.3031
H -1.935 -3.023 -1.462 0.3214
H -2.486 -1.422 -0.948 0.4774
H 0.453 -1.999 -0.739 -0.5653
H -0.419 -0.504 -0.770 0.5097
H -0.336 -0.254 -2.953 0.3362
H -1.062 -1.798 -3.228 0.6902
H 1.302 -1.011 -4.181 1.1128
H 1.688 -3.801 -4.162 0.3896
H -0.026 -3.591 -3.925 0.4581
H 0.771 -2.860 -5.302 0.3099
H 3.898 0.112 -1.556 0.1284
H 1.812 -0.078 -0.609 -0.0712
H 1.790 -4.927 -2.269 0.6506
H 0.680 -3.731 -1.699 -0.9321
H 2.494 -5.487 -0.026 0.5251
H 1.635 -4.144 0.673 -0.0804
H -0.485 -5.117 0.257 0.2570
H 0.576 -6.383 0.879 0.5819
H -0.332 -7.584 -0.812 0.5107
H 0.942 -6.862 -1.760 0.3416
H -1.034 -4.966 -2.001 -0.8580
H -0.847 -6.287 -3.141 0.2734
H -2.481 -7.468 -1.826 0.2715
H -2.643 -6.176 -0.830 0.2747
C 0.752 8.388 -1.927 -1.7685
C -0.245 7.222 -2.053 1.7107
C -0.701 6.776 -0.665 -1.3118
C 0.407 6.079 0.124 -0.6084
C 0.993 4.908 -0.668 -1.2145
C 1.401 5.250 -2.105 2.0366
N 0.345 6.062 -2.789 0.4772
O -0.586 5.306 -3.269 -0.6028
C 2.751 5.990 -2.120 -1.8434
C 1.629 3.955 -2.876 -2.1232
C -1.426 7.766 -2.846 -1.8387
H 0.215 9.288 -1.630 0.4695
H 1.520 8.235 -1.175 0.3003
H 1.238 8.589 -2.883 0.3532
H -1.549 6.091 -0.767 0.3755
H -1.067 7.646 -0.116 0.3908
H 1.193 6.789 0.394 0.3270
H 0.000 5.707 1.067 0.3943
H 1.866 4.509 -0.147 0.3856
H 0.252 4.103 -0.696 0.4079
H 2.990 6.323 -3.130 0.3997
H 3.540 5.311 -1.797 0.4473
H 2.795 6.851 -1.457 0.3260
H 0.774 3.289 -2.832 0.4213
H 2.472 3.422 -2.448 0.3608
H 1.851 4.156 -3.925 0.4691
H -1.116 8.061 -3.850 0.4426
H -1.821 8.647 -2.338 0.4212
H -2.231 7.041 -2.936 0.3800
C -2.926 -1.014 6.598 -1.7913
C -2.376 -1.602 5.286 1.7314
C -0.912 -1.204 5.110 -1.1539
C -0.736 0.284 4.812 -0.5753
C -1.572 0.704 3.602 -0.9171
C -3.040 0.271 3.661 1.7779
N -3.169 -1.154 4.101 0.4248
O -3.001 -1.961 3.105 -0.5295
C -3.839 1.206 4.588 -1.8338
C -3.661 0.422 2.280 -1.5797
C -2.499 -3.115 5.423 -1.8685
H -2.502 -1.559 7.440 0.4727
H -2.671 0.030 6.757 0.2857
H -4.011 -1.116 6.645 0.3503
H -0.477 -1.785 4.289 0.2266
H -0.360 -1.478 6.012 0.4065
H -0.998 0.887 5.685 0.3215
H 0.317 0.491 4.609 0.4270
H -1.536 1.789 3.483 0.4399
H -1.115 0.279 2.702 0.0524
H -4.858 0.838 4.713 0.3698
H -3.895 2.199 4.142 0.4653
H -3.399 1.335 5.572 0.3091
H -3.095 -0.113 1.519 0.0832
H -3.675 1.474 1.997 0.4277
H -4.687 0.054 2.257 0.4659
H -3.543 -3.412 5.520 0.4505
H -1.968 -3.435 6.320 0.4317
H -2.070 -3.642 4.574 0.3541
```

Values from the calculation:
charge	0
lowest unoccupied orbital energy (alpha / beta)	0.005 / 0.004	Eh
⟨S²⟩	2.01
HOMO energy (alpha / beta)	-8.16 / -9.14	eV
spin multiplicity	3



Number 1: total energy -187005.733 eV. Number 2: total energy -60193.352 eV. Number 3: total energy -122962.285 eV. Number 4: total energy -83295.792 eV.